Below is a structure of composition C50H45Cl3EuN3O2PSi, with properties calculated with wB97M-V/def2-TZVPD.

```
! wB97M-V def2-TZVPD RIJCOSX def2/J DEFGRID3
* xyz 0 8
Eu 0.578 0.093 -0.859
C 4.937 -1.084 1.007
C 3.706 -1.962 1.232
C 4.127 -3.318 1.806
C 2.883 -2.144 -0.032
C 3.464 -2.096 -1.291
C 2.720 -2.379 -2.425
C 1.391 -2.776 -2.337
C 0.629 -3.206 -3.565
C 0.813 -2.849 -1.077
C 1.539 -2.501 0.053
H 5.406 -0.818 1.956
H 4.691 -0.158 0.480
H 5.692 -1.611 0.415
H 3.052 -1.486 1.965
H 4.729 -3.863 1.070
H 3.267 -3.945 2.062
H 4.731 -3.187 2.711
H 4.509 -1.834 -1.400
H 3.204 -2.346 -3.398
H 1.308 -3.377 -4.402
H -0.106 -2.461 -3.872
H 0.082 -4.132 -3.382
H -0.187 -3.240 -0.964
H 1.094 -2.645 1.033
Cl -0.741 2.472 -1.776
C -0.704 2.071 -3.544
Cl -0.285 0.393 -3.951
H 0.034 2.715 -4.000
H -1.703 2.256 -3.909
Cl -1.297 0.791 1.198
C -0.788 0.917 2.879
C -1.766 0.667 3.824
C -1.450 0.839 5.163
C -0.182 1.279 5.522
C 0.782 1.512 4.547
C 0.510 1.310 3.194
P 1.711 1.472 1.805
C 1.252 3.108 1.111
C 0.199 3.886 1.587
C -0.090 5.117 1.010
C 0.684 5.595 -0.041
C 1.746 4.834 -0.514
C 2.018 3.596 0.051
C 3.287 1.892 2.690
C 4.040 3.049 2.515
C 5.232 3.235 3.213
C 5.689 2.277 4.106
C 4.954 1.111 4.286
C 3.780 0.924 3.572
H -2.751 0.348 3.507
H -2.201 0.648 5.920
H 0.062 1.444 6.565
H 1.762 1.867 4.849
H -0.405 3.540 2.418
H -0.918 5.704 1.390
H 0.463 6.560 -0.485
H 2.360 5.198 -1.330
H 2.849 3.009 -0.323
H 3.707 3.829 1.844
H 5.799 4.144 3.051
H 6.611 2.431 4.653
H 5.292 0.342 4.970
H 3.238 -0.007 3.708
O 2.632 0.721 -1.198
N 2.313 1.153 -2.336
C 3.295 1.319 -3.178
C 2.943 1.860 -4.479
N 2.640 2.317 -5.492
C 4.657 0.997 -2.809
N 5.743 0.748 -2.522
O -1.359 -0.870 -1.337
Si -2.944 -1.132 -1.216
C -3.695 -2.128 -2.618
C -2.942 -3.156 -3.201
C -3.446 -3.945 -4.231
C -4.737 -3.729 -4.698
C -5.518 -2.731 -4.127
C -5.001 -1.939 -3.102
C -3.921 0.477 -1.226
C -4.527 1.060 -0.106
C -5.206 2.277 -0.192
C -5.302 2.937 -1.410
C -4.727 2.372 -2.547
C -4.054 1.160 -2.451
C -3.375 -2.037 0.377
C -4.705 -2.364 0.691
C -5.036 -3.045 1.860
C -4.033 -3.428 2.747
C -2.707 -3.127 2.458
C -2.387 -2.440 1.287
H -1.942 -3.348 -2.835
H -2.833 -4.727 -4.667
H -5.134 -4.338 -5.504
H -6.529 -2.565 -4.483
H -5.627 -1.159 -2.681
H -4.475 0.555 0.856
H -5.668 2.706 0.691
H -5.836 3.878 -1.480
H -4.818 2.872 -3.506
H -3.640 0.719 -3.357
H -5.507 -2.082 0.010
H -6.071 -3.282 2.078
H -4.285 -3.966 3.655
H -1.922 -3.429 3.143
H -1.351 -2.209 1.073
*
```

electronic energy = -135210.79391 eV
gap between HOMO and LUMO (alpha / beta) = 6.77 / 8.89 eV
highest occupied orbital energy (alpha / beta) = -6.61 / -8.76 eV
<S²> = 15.760

***

Below is the ion C4H10NO2S with charge +1, with properties calculated with wB97M-V/def2-TZVPD.

```
! wB97M-V def2-TZVPD RIJCOSX def2/J DEFGRID3
* xyz 1 1
C 1.014 0.044 0.725
C 1.001 -1.167 -1.543
C -0.405 0.612 0.884
C -1.451 -0.228 0.137
N 1.529 -0.149 -0.621
O -0.528 1.924 0.471
O -1.438 -1.509 0.568
S -2.855 0.402 -0.589
H 1.540 0.851 1.205
H 1.139 -0.781 1.386
H 1.624 -1.933 -1.768
H 0.006 -1.428 -1.524
H -0.465 0.510 1.965
H 1.430 0.810 -1.205
H 2.546 -0.406 -0.719
H -0.072 2.623 0.954
H -2.123 -1.987 0.130
H -2.492 1.813 -0.456
*
```

electronic energy = -20718.70958 eV
gap between HOMO and LUMO (alpha / beta) = 9.76 / 4.95 eV
highest occupied orbital energy (alpha / beta) = -13.38 / -10.17 eV

***

Below is a cluster of 10 separate species, C7H27NO9 in total, with properties calculated with wB97M-V/def2-TZVPD.

```
! wB97M-V def2-TZVPD RIJCOSX def2/J DEFGRID3
* xyz 0 1
C -0.271 2.871 -1.642
C -0.075 2.861 -0.158
C 0.989 3.634 0.310
C 1.439 3.425 1.615
C 0.654 2.755 2.532
C -0.533 2.170 2.106
C -0.823 2.084 0.736
N -1.665 1.102 0.248
H -0.122 3.887 -2.030
H 0.497 2.303 -2.172
H -1.216 2.636 -2.130
H 1.618 4.180 -0.380
H 2.367 3.916 1.878
H 0.907 2.741 3.583
H -1.179 1.604 2.762
H -2.360 0.737 0.888
H -2.071 1.190 -0.676
O -0.638 -4.370 -2.212
H -0.852 -4.694 -1.328
H 0.322 -4.301 -2.126
O 2.471 -2.140 2.204
H 2.403 -2.988 1.758
H 2.252 -2.269 3.131
O -2.460 -1.203 1.779
H -2.199 -0.474 2.322
H -1.691 -1.334 1.182
O -2.732 -2.244 -0.835
H -2.821 -2.389 0.108
H -3.276 -2.750 -1.437
O 1.978 -0.658 -3.440
H 1.590 -0.695 -2.568
H 2.848 -1.051 -3.496
O -3.388 0.042 -2.092
H -2.896 -0.414 -2.777
H -3.200 -0.406 -1.254
O 2.505 -1.918 -0.407
H 3.351 -2.201 -0.068
H 2.127 -1.157 0.053
O 2.258 0.620 0.605
H 1.975 0.579 1.529
H 2.005 1.554 0.483
O -0.267 -2.530 0.817
H -0.486 -2.450 -0.130
H 0.664 -2.258 0.731
*
```

electronic energy = -27614.74414 eV
gap between HOMO and LUMO = 8.36 eV
highest occupied orbital energy = -8.17 eV
SMILES = Cc1ccccc1N.O.O.O.O.O.O.O.O.O

***

Below is a structure of composition C27H39BN2O5Re, with properties calculated with wB97M-V/def2-TZVPD.

```
! wB97M-V def2-TZVPD RIJCOSX def2/J DEFGRID3
* xyz 0 2
Re -0.534 0.022 -0.515
N -1.828 -1.730 -0.104
C -3.265 -1.399 -0.218
C -3.469 -0.160 -1.072
O -4.589 0.149 -1.445
N -2.321 0.487 -1.369
C -2.373 1.514 -2.386
C -0.946 1.862 -2.773
O -0.691 2.699 -3.607
O -0.032 1.177 -2.122
H -1.582 -2.477 -0.748
H -1.617 -2.115 0.810
H -3.680 -1.226 0.771
H -3.823 -2.214 -0.678
H -2.884 2.418 -2.043
H -2.911 1.170 -3.272
C 0.330 -0.498 1.532
C -0.551 0.638 1.700
C 0.079 1.724 0.964
C 1.254 1.168 0.366
C 1.466 -0.168 0.759
C 2.759 -0.948 0.633
C 3.353 -0.905 -0.776
C 3.740 -0.260 1.600
C 2.569 -2.401 1.073
C -0.130 3.244 0.892
C -1.592 3.683 0.933
C 0.648 3.878 2.062
C 0.487 3.836 -0.386
C -1.686 0.639 2.734
C -3.069 1.049 2.176
C -1.300 1.576 3.894
C -1.828 -0.755 3.364
H 0.172 -1.469 1.976
H 1.893 1.708 -0.314
H 3.283 0.088 -1.223
H 2.862 -1.610 -1.444
H 4.408 -1.184 -0.732
H 3.971 0.752 1.265
H 4.672 -0.826 1.650
H 3.320 -0.199 2.607
H 1.799 -2.892 0.480
H 2.303 -2.464 2.131
H 3.502 -2.950 0.936
H -2.094 3.408 1.857
H -2.150 3.257 0.097
H -1.640 4.770 0.847
H 0.267 3.594 3.039
H 0.595 4.966 1.980
H 1.700 3.589 2.014
H 0.117 3.374 -1.296
H 1.575 3.762 -0.385
H 0.245 4.899 -0.422
H -3.020 1.419 1.157
H -3.523 1.823 2.797
H -3.762 0.207 2.188
H -1.370 2.620 3.605
H -0.285 1.377 4.242
H -1.987 1.422 4.728
H -2.099 -1.521 2.632
H -2.634 -0.728 4.099
H -0.917 -1.068 3.876
O 0.941 -1.202 -3.065
B 0.378 -1.410 -1.806
O 0.351 -2.814 -1.557
C 0.946 -3.410 -2.643
C 1.191 -4.745 -2.874
C 1.818 -5.064 -4.078
C 2.174 -4.078 -4.992
C 1.919 -2.730 -4.745
C 1.301 -2.427 -3.553
H 0.911 -5.503 -2.156
H 2.032 -6.100 -4.304
H 2.659 -4.363 -5.916
H 2.190 -1.955 -5.448
*
```

electronic energy = -44660.47509 eV
gap between HOMO and LUMO (alpha / beta) = 7.47 / 7.56 eV
highest occupied orbital energy (alpha / beta) = -7.34 / -8.06 eV
<S²> = 0.755